Run w
Below is a 2-piece molecular cluster, C3H7N2O overall, with properties calculated with wB97M-V/def2-TZVPD.

Bonds (Å) are listed after each position.
Geometry (Å):
1 C 1.763 -1.318 -0.357  N4 1.367, O6 1.195, H7 1.048
2 C -0.414 0.602 0.026  C3 1.414, N5 1.295
3 C -1.413 0.679 1.024  C2 1.414, H8 1.071, H9 1.184, H10 1.170
4 N 0.420 -1.325 -0.102  C1 1.367, H11 0.979
5 N -0.020 1.300 -0.992  C2 1.295, H12 0.953, H13 0.994
6 O 2.393 -2.303 -0.108  C1 1.195
7 H 2.088 -0.427 -0.801  C1 1.048
8 H -1.005 0.132 1.849  C3 1.071
9 H -1.857 1.746 1.283  C3 1.184
10 H -2.172 -0.127 0.646  C3 1.170
11 H -0.107 -2.023 0.339  N4 0.979
12 H -0.330 2.173 -1.212  N5 0.953
13 H 0.654 0.890 -1.596  N5 0.994

Computed properties:
Charge: +1
Kohn-Sham gap (alpha / beta) (eV): 8.528 / 8.529

Atom charges from the Löwdin analysis, given in e for atoms 1 to 6:
1. C -0.403
2. C -0.036
3. C -0.019
4. N 0.195
5. N 0.276
6. O 0.115

Run x
Below is a 2-piece molecular cluster, C3H7N2O overall, with properties calculated with wB97M-V/def2-TZVPD.

Bonds (Å) are listed after each position.
Geometry (Å):
1 C -1.798 -0.090 -0.052  C2 1.418, N5 1.294, H7 1.089
2 C -0.443 -0.478 0.101  C1 1.418, C3 1.538, O6 1.452, H8 1.089
3 C -0.004 -1.727 -0.683  C2 1.538, O6 1.225
4 N 2.630 0.099 0.026  H9 1.015, H10 1.014, H11 1.015
5 N -2.227 1.130 -0.002  C1 1.294, H12 1.015, H13 1.014
6 O -0.229 -1.853 0.514  C2 1.452, C3 1.225
7 H -2.520 -0.879 -0.257  C1 1.089
8 H 0.374 0.192 0.364  C2 1.089
9 H 3.108 -0.438 0.741  N4 1.015
10 H 2.934 -0.259 -0.873  N4 1.014
11 H 2.974 1.052 0.096  N4 1.015
12 H -1.597 1.902 0.192  N5 1.015
13 H -3.203 1.348 -0.168  N5 1.014

Computed properties:
Charge: +1
Kohn-Sham gap (eV): 8.738

Atom charges from the Löwdin analysis, given in e for atoms 1 to 6:
1. C -0.020
2. C -0.224
3. C 0.158
4. N 0.025
5. N 0.230
6. O 0.132

Relative energy of each structure, in hartree: run w 0.0208; run x 0.0000.